{"formula": "C27H51F13LiO21P2", "method": "ωB97M-V with the def2-TZVPD basis set", "charge": -1, "total_energy_ha": -4628.43552, "homo_ev": -9.0, "orbital_gap_ha": 0.3621, "max_force_ev_per_a": 5.74, "symbols": ["Li", "H", "O", "C", "O", "H", "F", "C", "H", "O", "F", "C", "H", "O", "H", "F", "O", "O", "O", "C", "H", "H", "F", "C", "H", "H", "O", "H", "H", "F", "F", "O", "C", "O", "H", "H", "P", "O", "H", "C", "C", "O", "H", "O", "H", "F", "H", "O", "H", "H", "C", "C", "H", "H", "O", "H", "F", "C", "H", "C", "C", "O", "H", "C", "H", "C", "C", "H", "H", "H", "C", "O", "C", "H", "H", "H", "H", "C", "O", "F", "C", "C", "H", "H", "C", "H", "C", "H", "C", "F", "O", "H", "H", "H", "F", "H", "H", "C", "H", "O", "H", "O", "C", "H", "C", "F", "H", "H", "H", "H", "H", "H", "H", "F", "P"], "xyz": [[2.366818, -0.763843, 2.272512], [-6.024882, -4.360353, -1.539418], [2.314558, -4.820213, 2.180742], [4.695008, -5.840663, 1.062632], [-0.164492, -1.683973, 5.561302], [-3.570272, -3.128283, 4.777122], [-2.176882, 1.270817, 0.380722], [-4.273742, 4.393527, -4.676148], [4.285088, 8.096117, 7.145632], [8.040988, 2.575157, -5.772888], [6.306788, 1.074827, 5.586272], [-4.169432, 5.924147, -4.479058], [1.228258, -5.052063, -3.662108], [-4.841832, 4.120287, -5.927188], [-4.951972, -3.057423, -2.117398], [-0.095902, 1.380617, 1.615732], [-6.905922, 3.255547, -5.167588], [7.332608, 2.481477, -3.648708], [6.076618, 3.360637, -5.174328], [3.381238, 8.545857, 6.734692], [-0.111602, -5.828723, 1.489962], [1.633328, 5.924527, 3.176672], [-0.443272, 2.559617, -0.401538], [-9.832672, -0.774113, 1.998622], [-5.097022, -3.391873, -0.374158], [2.293148, 7.207417, 1.238212], [3.151298, -4.759163, -6.403968], [6.240658, 3.418917, -2.094278], [2.341068, -6.445103, -5.614238], [6.814558, 1.917237, 3.381832], [7.480368, -0.014743, 4.059562], [2.868818, 7.917367, 5.585702], [7.180538, 2.684207, -4.949358], [-7.398042, -2.349713, -0.043308], [4.450968, 2.574567, -4.151978], [-2.424992, -1.810963, 4.385792], [-0.602722, 1.020107, 0.094252], [1.002668, 9.253367, 5.472562], [2.725308, 8.653507, 7.598572], [1.498968, -4.722533, -4.665218], [5.297248, 3.250227, -4.027948], [1.555458, 7.687077, 3.906242], [-4.241792, -0.624753, 4.945922], [-0.332062, -3.186803, 7.204702], [0.264738, -6.090673, 3.204932], [-0.634132, -0.574383, 0.517692], [4.352948, -5.395093, 0.128522], [-6.370952, 3.455427, -7.331808], [5.565848, -6.437753, 0.792042], [-1.758822, -7.462383, 2.516662], [4.188948, -3.899453, -6.314978], [-7.650462, 3.067907, -7.749408], [-0.887362, -8.236533, 1.274822], [3.512308, -5.685293, -4.564878], [4.796068, -3.548243, -5.294478], [-7.763342, 2.041357, -7.400768], [4.583548, 1.556807, 4.020972], [2.979028, 7.367867, 2.070032], [5.019228, -5.036673, 1.723372], [-3.827082, -1.157483, 5.801682], [-6.611732, -2.242893, -1.262618], [4.503198, -3.530643, -7.557948], [1.683578, -3.655923, -4.537308], [1.762838, 8.371147, 5.058502], [-5.150922, 6.398227, -4.472748], [0.222908, -6.562543, 2.223252], [2.707478, -5.477933, -5.270108], [-3.105512, -0.569443, 6.368812], [5.134428, -1.703843, -7.554948], [0.680838, -4.908403, -5.361078], [-0.745212, -7.754333, 2.241972], [-8.821192, -1.603673, 1.357642], [-5.631852, -3.366853, -1.323598], [-3.263192, 4.021297, -4.507788], [5.806368, 1.755857, -2.503638], [5.912938, -2.577043, -8.857438], [1.336808, -2.012863, 7.677972], [2.500658, -6.038633, 1.960862], [-8.370662, -0.277283, -0.369968], [5.293568, -0.638703, 4.452262], [2.382608, 6.701987, 3.325752], [-8.224982, -1.333933, 0.254742], [-10.802992, -1.182933, 1.716742], [1.618658, -3.442043, 6.679662], [1.073048, -3.061863, 7.543302], [-6.014192, -1.336053, -1.355888], [-3.014842, -2.278603, 5.174142], [-4.635662, -1.542293, 6.423142], [6.193348, 2.692317, -2.905388], [-0.927012, 0.623437, -1.433568], [1.545358, -6.987543, 1.978362], [3.288288, 8.399017, 2.240842], [-3.576652, 6.176967, -3.599968], [-3.718792, 6.357547, -5.371908], [5.713048, 0.105777, 2.462682], [-7.342262, -2.261573, -2.071368], [3.179668, 6.348407, 3.979812], [5.606658, -2.651473, -7.814008], [3.853798, 6.806887, 1.741132], [-2.125782, -2.857523, 6.049832], [1.359668, -3.683983, 8.391192], [3.608708, -6.621113, 1.519182], [-6.117142, 3.565227, -6.092478], [-0.472342, -8.523973, 2.963972], [-0.802892, -2.471343, 6.232862], [0.991538, 0.889387, -0.304808], [-9.724622, 0.279957, 1.742992], [6.441268, -2.842583, -7.139478], [-4.929132, 3.937757, -3.933958], [-7.745342, 2.986237, -8.832198], [-8.384282, 3.803387, -7.419758], [3.744508, 9.516367, 6.396712], [-9.976072, -0.829853, 3.077712], [4.789288, 4.501617, -3.718618], [6.026828, 0.693637, 3.976982]], "forces_ev_per_a": [[-0.1, 0.4, -0.1], [-0.2, 0.1, 0.0], [0.7, -3.3, -0.4], [0.1, 1.2, -1.0], [-1.0, -0.5, 0.4], [-0.3, 0.3, -0.1], [1.0, -0.6, 0.6], [-0.8, 1.2, 1.9], [-0.2, -0.9, -0.7], [-0.4, -0.9, 0.3], [-0.8, 0.5, -1.3], [-0.5, -0.4, -0.8], [0.0, -0.4, -0.1], [-1.5, -1.2, -2.2], [0.3, -0.4, 0.0], [-0.9, -0.1, -0.3], [2.4, 0.9, -2.4], [2.6, -1.5, 0.9], [-2.1, -0.1, 0.0], [1.0, 1.5, 0.7], [0.2, 0.1, -0.1], [0.7, -0.4, -0.6], [-0.5, 0.2, 0.8], [-0.7, 0.2, -1.1], [0.2, -0.1, -0.1], [-0.2, 0.8, 0.0], [1.0, 0.5, -0.8], [0.7, 0.1, -0.1], [0.2, 0.1, -0.3], [-0.6, 1.4, -0.2], [-0.1, -1.2, -0.6], [1.1, -0.8, 1.4], [2.9, 1.7, -0.9], [0.1, 0.5, 0.0], [-0.2, 0.3, -0.6], [-0.1, -0.1, -0.4], [1.0, 0.8, -1.4], [2.0, -2.1, -0.8], [-0.6, 0.0, -0.5], [0.5, -0.3, 0.0], [-2.1, 0.5, 1.3], [-1.7, 2.1, 1.6], [-0.1, 0.4, 0.3], [0.4, -1.1, 2.0], [-0.5, 0.2, 0.0], [-0.2, 0.7, 0.1], [0.2, 0.3, 0.0], [1.3, 0.7, -3.0], [-0.4, -0.5, 0.5], [0.1, 0.5, 0.1], [1.5, 0.3, 1.7], [-0.8, -0.9, 0.0], [0.4, 0.1, -0.1], [0.1, 0.4, 0.0], [-1.6, -0.9, -2.1], [-0.8, 0.2, 0.4], [1.3, -0.9, -0.3], [0.0, -1.7, -0.3], [-0.3, -0.2, 0.3], [0.1, -0.9, -0.4], [-0.9, 0.1, -0.2], [-0.3, -1.2, -0.8], [0.1, 0.0, -0.4], [-2.1, 0.8, -1.1], [-0.1, -0.1, 0.5], [-1.1, 0.0, 0.9], [-0.8, 0.4, 1.3], [-0.4, 0.4, 0.0], [0.8, 0.6, 0.0], [-0.2, 0.4, 0.3], [0.0, -0.1, 0.0], [-1.4, -1.2, 3.7], [0.3, -0.1, 0.1], [-0.1, -0.6, -0.8], [0.0, 0.0, -0.1], [-0.4, -0.8, 0.1], [-0.1, -0.1, 0.2], [-1.1, 2.6, -0.6], [0.4, -2.1, 0.6], [-0.8, -0.7, 0.8], [0.6, 0.4, -0.3], [0.7, 3.0, -2.4], [0.0, 0.3, -0.8], [0.2, 0.1, 0.0], [0.1, 0.2, -1.3], [-0.5, 0.4, 0.6], [0.3, 1.1, -1.4], [0.1, 0.2, 0.2], [-1.8, 0.6, -0.7], [-0.5, -0.5, 0.0], [1.2, -0.1, -0.4], [-0.4, -0.1, 0.0], [-0.2, 0.0, 0.0], [0.5, -0.1, 0.0], [0.0, 0.8, -0.1], [0.2, 0.1, -0.2], [-0.3, 0.1, 0.2], [-0.9, 1.2, 1.5], [0.3, 0.0, 0.2], [2.8, -0.9, 2.6], [-0.8, 0.2, 0.1], [0.1, -0.7, 0.9], [-0.2, 0.2, 5.7], [0.3, 0.1, 0.0], [-1.1, 0.7, -2.2], [0.5, -0.9, 0.5], [0.0, -0.2, -0.3], [-0.1, -0.1, -0.1], [0.1, 0.1, 0.3], [0.8, 0.4, -0.1], [-0.1, -0.5, 0.4], [-0.3, 0.4, 0.4], [1.6, -0.6, 0.2], [0.4, -0.6, -0.2], [0.6, -0.3, 1.6]], "mulliken_charge": [1.000, 0.318, -0.589, -0.630, -0.591, 0.270, -0.340, -0.180, 0.272, -0.547, -0.381, -1.116, 0.321, -0.313, 0.358, -0.351, -0.590, -0.320, -0.301, -0.674, 0.292, 0.285, -0.374, -0.672, 0.295, 0.280, -0.287, 0.259, 0.239, -0.331, -0.358, -0.321, 0.698, -0.266, 0.239, 0.303, 1.164, -0.595, 0.281, -0.975, 0.333, -0.333, 0.330, -0.319, 0.247, -0.351, 0.293, -0.307, 0.229, 0.383, 0.752, -0.624, 0.321, 0.354, -0.589, 0.295, -0.365, -1.006, 0.295, -0.992, -0.222, -0.330, 0.299, 0.742, 0.291, -0.075, -0.252, 0.293, 0.280, 0.271, -1.278, -0.330, -1.151, 0.291, 0.256, 0.226, 0.292, 0.757, -0.604, -0.328, -0.126, 0.798, 0.279, 0.259, -0.569, 0.322, -0.205, 0.284, -0.319, -0.367, -0.257, 0.318, 0.369, 0.290, -0.374, 0.290, 0.243, -0.610, 0.334, -0.340, 0.221, -0.312, 0.777, 0.321, 0.769, -0.384, 0.318, 0.301, 0.307, 0.228, 0.283, 0.301, 0.266, -0.298, 1.134]}